1.
DFT (wB97M-V/def2-TZVPD) results for 13 unconnected molecules or ions with the total composition C78H195N13O26 at a distorted geometry.

Structure (XYZ):
```
312
Properties=species:S:1:pos:R:3
C -34.50510 3.94395 -12.27186
O -33.63996 4.89751 -11.71856
C -32.49934 5.10796 -12.54582
C -31.82896 6.41288 -12.14085
N -32.79823 7.41961 -12.40310
C -32.46215 8.68165 -11.72948
C -33.47290 9.74711 -11.98464
O -34.57007 9.38039 -11.21480
C -35.77814 10.17541 -11.34613
H -35.45713 3.98016 -11.70944
H -34.04634 2.94561 -12.32875
H -34.71228 4.18365 -13.30938
H -32.87105 5.25720 -13.58113
H -31.81234 4.21867 -12.64921
H -30.95574 6.50699 -12.81138
H -31.56461 6.33057 -11.08357
H -33.70335 7.07685 -12.17527
H -31.46517 8.90679 -12.17933
H -32.31898 8.55201 -10.67923
H -33.74208 9.83860 -13.04280
H -32.98964 10.72344 -11.65840
H -35.56772 11.08511 -10.77568
H -36.55523 9.67519 -10.74262
H -36.09535 10.29938 -12.36619
C -43.63722 3.14451 -3.76636
O -43.40247 4.23094 -2.85685
C -43.01373 3.79538 -1.56240
C -42.95770 5.04932 -0.74426
N -42.08731 6.10246 -1.20559
C -40.77086 5.73916 -1.61890
C -39.87700 6.92763 -1.81634
O -40.38850 7.58256 -3.00427
C -39.48850 8.41849 -3.61870
H -42.73718 2.51466 -3.83116
H -43.89538 3.56290 -4.69632
H -44.44215 2.51705 -3.43203
H -42.09444 3.20780 -1.64450
H -43.82724 3.14703 -1.22329
H -42.73828 4.76390 0.34828
H -43.95297 5.48484 -0.76015
H -42.58375 6.62089 -1.93138
H -40.63469 5.09005 -2.52912
H -40.41438 5.05859 -0.77636
H -38.82745 6.54626 -2.00786
H -39.91527 7.59524 -0.89251
H -38.60837 7.90200 -3.96120
H -39.24034 9.14576 -2.89408
H -39.98354 8.91257 -4.46562
C -41.03269 4.77485 -6.69480
O -41.23461 6.12969 -6.38671
C -42.22557 6.21111 -5.37251
C -42.73378 7.58606 -5.05402
N -43.43183 8.16423 -6.21653
C -43.97746 9.43059 -5.81797
C -44.36575 10.23446 -7.08655
O -43.26132 10.56579 -7.86273
C -43.51318 11.36841 -9.01940
H -41.88069 4.21159 -7.09866
H -40.70869 4.26132 -5.77042
H -40.25687 4.65263 -7.41667
H -41.76460 5.82087 -4.46871
H -43.07523 5.65418 -5.65743
H -41.94328 8.22000 -4.68978
H -43.49178 7.44357 -4.29146
H -42.79522 8.16729 -7.01611
H -43.27061 10.05449 -5.23431
H -44.87429 9.33444 -5.22314
H -44.92757 11.15292 -6.80515
H -45.08737 9.65335 -7.69646
H -44.06437 10.77036 -9.74912
H -42.51816 11.70693 -9.42212
H -44.14913 12.23656 -8.84728
C -42.59400 2.26489 -11.36326
O -43.46700 3.30877 -10.97970
C -42.70279 4.36643 -10.49450
C -43.65254 5.24516 -9.70440
N -44.71889 5.90330 -10.44086
C -45.41946 6.79005 -9.58413
C -46.53554 7.62940 -10.29919
O -47.63481 6.82471 -10.81170
C -48.67001 7.64628 -11.44100
H -42.00095 1.84566 -10.51544
H -41.93958 2.66682 -12.15094
H -43.21367 1.41871 -11.66581
H -42.23758 4.90842 -11.31763
H -41.84955 3.97287 -9.84555
H -43.11490 5.96990 -9.12148
H -44.12560 4.56739 -8.94805
H -45.36019 5.24030 -10.85167
H -44.77058 7.59457 -9.22545
H -45.80965 6.31304 -8.66521
H -46.02749 8.15288 -11.15085
H -46.87340 8.35233 -9.58987
H -48.92108 8.57074 -10.87670
H -49.56913 7.02749 -11.39176
H -48.37874 7.86991 -12.44838
C -28.36512 2.37635 -8.65872
O -29.75737 2.54627 -8.88280
C -30.07462 3.68342 -8.09259
C -31.56233 3.92857 -8.19404
N -32.32415 2.98591 -7.44245
C -33.75799 3.29714 -7.30803
C -34.62805 2.97628 -8.49397
O -34.89752 1.64298 -8.37860
C -35.44119 1.08295 -9.58567
H -27.67298 3.10308 -9.08077
H -28.01403 1.42243 -9.08675
H -28.13202 2.34983 -7.59600
H -29.54104 4.65314 -8.40622
H -29.89648 3.48896 -7.01322
H -31.82452 3.93640 -9.27668
H -31.73616 4.90967 -7.81425
H -32.14812 2.07289 -7.78687
H -33.93340 4.38348 -7.10882
H -34.16858 2.76886 -6.50201
H -34.16436 3.23907 -9.45154
H -35.53663 3.56351 -8.38788
H -34.80465 1.33919 -10.42111
H -36.42657 1.50155 -9.78739
H -35.46332 -0.01211 -9.57752
C -27.83978 8.64595 0.79696
O -29.11357 9.18250 0.52484
C -29.62888 8.84360 -0.72953
C -29.84536 7.28792 -1.00761
N -30.60554 7.10870 -2.23650
C -30.49833 5.70042 -2.78096
C -31.45498 5.46210 -3.89753
O -32.73759 5.48578 -3.40795
C -33.88645 5.13870 -4.19542
H -27.51151 9.02594 1.80966
H -27.04977 8.95445 0.11114
H -27.83286 7.54984 0.80525
H -29.01161 9.32268 -1.52796
H -30.64452 9.32297 -0.64760
H -30.38451 6.97100 -0.14288
H -28.88921 6.77798 -1.15042
H -31.56405 7.34618 -2.05943
H -30.68219 4.86194 -1.97601
H -29.49741 5.47423 -3.11959
H -31.23420 4.49025 -4.33250
H -31.29267 6.19011 -4.66738
H -34.70057 5.18747 -3.50718
H -33.68233 4.08193 -4.51050
H -34.08511 5.80684 -5.07330
C -44.54451 -0.36978 -18.70398
O -44.08136 0.94211 -18.81320
C -42.72532 1.10271 -18.24546
C -42.66111 1.22620 -16.72146
N -43.61690 2.33343 -16.45054
C -43.84731 2.74641 -15.03624
C -42.92165 3.94272 -14.51324
O -41.58207 3.68731 -14.63137
C -40.75496 4.79318 -14.62035
H -44.62310 -0.65878 -17.65075
H -43.80190 -1.03159 -19.20669
H -45.56694 -0.55119 -19.14448
H -42.46120 2.03399 -18.72195
H -42.15970 0.26262 -18.60678
H -41.69327 1.53630 -16.42242
H -42.89720 0.33672 -16.15481
H -44.56495 2.07088 -16.84042
H -43.74342 1.90937 -14.30606
H -44.91910 3.08487 -14.92292
H -43.18588 4.19655 -13.48086
H -43.19822 4.76590 -15.09941
H -40.65457 5.18981 -13.59719
H -41.08674 5.64600 -15.20310
H -39.80511 4.46264 -14.95660
C -38.57978 2.37956 -17.01487
O -38.45139 3.70521 -16.60052
C -37.82016 4.49230 -17.65005
C -37.70318 5.89482 -17.08667
N -36.91313 6.05776 -15.88390
C -37.62432 5.93808 -14.69015
C -36.81733 6.38958 -13.49202
O -37.36046 5.73511 -12.33898
C -37.11972 6.32474 -11.05981
H -37.61503 1.85355 -16.96956
H -38.91558 2.24204 -18.06261
H -39.20605 1.79607 -16.35032
H -38.44359 4.45676 -18.52884
H -36.81320 4.08601 -17.86446
H -38.68848 6.40839 -17.07213
H -37.23918 6.53110 -17.84682
H -36.40456 6.94161 -15.96852
H -37.98777 4.93099 -14.59585
H -38.54730 6.44687 -14.64731
H -36.94067 7.45995 -13.38072
H -35.73856 6.11401 -13.61482
H -37.71797 7.22682 -10.95756
H -36.06785 6.77282 -11.01265
H -37.19429 5.55865 -10.23370
C -39.08505 1.72252 -1.71354
O -37.78889 2.35758 -1.38150
C -37.73313 2.71782 -0.02330
C -36.38692 3.45771 0.19324
N -36.40828 4.74138 -0.52145
C -35.10768 5.47210 -0.41832
C -35.23312 6.92583 -0.91654
O -35.73553 6.83384 -2.21993
C -35.84140 8.08446 -2.84282
H -38.90662 1.25098 -2.70861
H -39.87339 2.46761 -1.68023
H -39.24630 0.96270 -0.95539
H -37.75159 1.84714 0.60733
H -38.62483 3.33020 0.12627
H -35.50262 2.84529 -0.14798
H -36.10033 3.59486 1.23691
H -36.61076 4.64093 -1.47558
H -34.29947 4.94377 -1.00540
H -34.84836 5.48668 0.61209
H -34.19870 7.33592 -0.89224
H -35.92364 7.51879 -0.25913
H -36.44062 8.79189 -2.22145
H -36.33714 7.94944 -3.85606
H -34.86888 8.58626 -3.02370
C -41.45028 12.45108 -5.26401
O -40.14014 11.90947 -5.25016
C -39.71989 11.67189 -6.64142
C -38.34317 11.13342 -6.65295
N -37.40204 12.04000 -6.06372
C -36.02954 11.57109 -5.88373
C -35.31542 11.52405 -7.21988
O -33.86795 11.63692 -6.99275
C -33.18001 11.66567 -8.23826
H -41.67883 13.40126 -5.85049
H -41.69411 12.65505 -4.17988
H -42.20978 11.69420 -5.54676
H -39.75141 12.64771 -7.09920
H -40.38782 10.95363 -7.15894
H -38.07385 10.78925 -7.67458
H -38.45363 10.16065 -6.10128
H -37.78003 12.29769 -5.17735
H -35.98259 10.52582 -5.46086
H -35.49023 12.25170 -5.15632
H -35.61510 12.37008 -7.79012
H -35.47152 10.56842 -7.71957
H -33.47362 10.79863 -8.78155
H -32.12475 11.61843 -8.07453
H -33.49195 12.58379 -8.80468
C -36.37364 11.40425 -15.92579
O -36.73015 10.26921 -15.13330
C -38.05833 10.31734 -14.68665
C -38.99658 9.53880 -15.61023
N -40.11622 9.16926 -14.80896
C -41.02790 10.25143 -14.29985
C -42.38820 9.57699 -14.08425
O -42.92601 9.12761 -15.37133
C -43.87163 8.11563 -15.13913
H -36.21418 12.22331 -15.22338
H -37.17872 11.70622 -16.64593
H -35.42101 11.22375 -16.43396
H -38.29361 11.40578 -14.61688
H -38.19791 9.79934 -13.70376
H -38.43049 8.65070 -15.98753
H -39.21944 10.13454 -16.49542
H -40.70699 8.54879 -15.40082
H -41.04874 11.11139 -15.04600
H -40.57093 10.61312 -13.38657
H -43.08682 10.29980 -13.65412
H -42.25389 8.78410 -13.37770
H -43.68964 7.53202 -14.21379
H -43.88796 7.45644 -15.97648
H -44.86109 8.59456 -15.00992
C -33.93499 6.86337 -8.39176
O -35.35180 6.80678 -8.42271
C -35.87193 7.67742 -7.36151
C -37.36590 7.52055 -7.31261
N -38.07114 8.23589 -8.40420
C -39.52035 8.22778 -8.28175
C -40.13174 9.08414 -9.36900
O -39.67832 8.86995 -10.71898
C -40.40923 7.80956 -11.36561
H -33.64331 7.96111 -8.40513
H -33.55693 6.23576 -9.16058
H -33.62621 6.49405 -7.39969
H -35.64404 8.76949 -7.52700
H -35.42656 7.31351 -6.42519
H -37.80073 7.95901 -6.44492
H -37.61038 6.43394 -7.37605
H -37.77955 7.92292 -9.30242
H -39.79716 8.74160 -7.33872
H -39.94605 7.22246 -8.18261
H -39.82980 10.12122 -9.12120
H -41.24898 8.95343 -9.29675
H -40.04083 7.84743 -12.36911
H -41.49759 7.97478 -11.25133
H -40.12930 6.87165 -10.99955
C -37.86183 4.85115 -4.34964
O -36.96031 4.16242 -5.15840
C -37.35545 2.84792 -5.41873
C -36.56996 1.80276 -4.49454
N -37.26242 0.50874 -4.54864
C -36.74319 -0.53719 -3.66743
C -37.78212 -1.59717 -3.34792
O -38.13354 -2.28103 -4.60890
C -39.34282 -2.93181 -4.58624
H -37.44610 5.54147 -3.61450
H -38.40431 4.16497 -3.64715
H -38.56971 5.36724 -4.96193
H -37.02670 2.69247 -6.42917
H -38.43872 2.69192 -5.35162
H -36.69660 2.15637 -3.43376
H -35.56829 1.78264 -4.87114
H -37.39082 0.29858 -5.54154
H -36.47801 -0.08104 -2.75571
H -35.80556 -0.95090 -4.03178
H -38.69100 -1.08306 -2.98465
H -37.40166 -2.29255 -2.58527
H -39.38941 -3.68175 -3.80862
H -39.48621 -3.25499 -5.58455
H -40.18880 -2.19776 -4.34125
```

Its spin multiplicity is 1. Its max |F| is 3.2 eV/Å. For the LUMO energy, the calculation gives 0.441 eV. As for the molar mass: 1731.483 g mol⁻¹. Its net charge is 0. As for the HOMO energy: -8.35 eV.

***

2.
DFT (wB97M-V/def2-TZVPD) results for 13 unconnected molecules or ions with the total composition C78H65N13O26 at a distorted geometry.

Structure (XYZ):
```
182
Properties=species:S:1:pos:R:3
C 3.06900 -1.50846 -9.69356
C 2.49243 -0.30891 -9.29488
C 2.15770 -0.13654 -7.97731
C 2.46178 -1.13608 -7.06976
C 3.10107 -2.29845 -7.44452
C 3.38970 -2.49866 -8.77781
N 2.14571 -0.94728 -5.66868
O 2.28250 -1.88302 -4.90082
O 1.79995 0.16726 -5.31366
H 3.37625 -1.64206 -10.72448
H 2.26867 0.43705 -10.04440
H 1.75621 0.77350 -7.55287
H 3.22142 -3.10583 -6.73446
H 3.91839 -3.36980 -9.13778
C 5.29024 0.77892 -7.19133
C 4.60796 1.84512 -6.61951
C 4.51308 1.93117 -5.23291
C 5.09496 0.93418 -4.47757
C 5.73247 -0.15599 -5.05257
C 5.79850 -0.26542 -6.43051
N 5.09296 1.03356 -3.01225
O 5.66688 0.16481 -2.37913
O 4.51945 1.97489 -2.50535
H 5.45659 0.91191 -8.25567
H 4.22283 2.68143 -7.18604
H 4.06938 2.81177 -4.79610
H 6.14641 -0.90350 -4.38921
H 6.42902 -0.97680 -6.94697
C 1.20337 -0.10946 -1.62745
C -0.05392 -0.67459 -1.42634
C -0.74542 -0.30940 -0.29116
C -0.17429 0.60700 0.57594
C 1.08895 1.13014 0.37305
C 1.80526 0.79272 -0.77093
N -0.89266 0.98307 1.78061
O -0.53600 1.94927 2.41508
O -1.89044 0.33939 2.07725
H 1.72367 -0.39808 -2.53222
H -0.45690 -1.30649 -2.20210
H -1.74914 -0.64078 -0.05471
H 1.54620 1.70675 1.16674
H 2.83397 1.07364 -0.93503
C -2.64605 4.13441 1.93776
C -3.63298 3.30153 1.41149
C -4.74703 2.96531 2.14637
C -4.98566 3.63509 3.33586
C -4.02861 4.46181 3.88560
C -2.81642 4.60678 3.22943
N -6.21878 3.31947 4.06016
O -6.79968 2.29111 3.78775
O -6.57530 4.13054 4.89525
H -1.77739 4.40965 1.35867
H -3.45968 2.85509 0.43731
H -5.44916 2.26179 1.72577
H -4.20302 4.91283 4.85334
H -2.02675 5.17216 3.70906
C -6.22455 0.47530 -0.41757
C -5.48902 -0.11992 0.60266
C -6.06883 -1.06392 1.42721
C -7.40507 -1.34803 1.22357
C -8.13131 -0.82919 0.18613
C -7.53860 0.11520 -0.65518
N -7.99980 -2.42171 2.03117
O -9.14830 -2.24697 2.39461
O -7.31843 -3.39263 2.27695
H -5.79797 1.27862 -1.00913
H -4.46732 0.21204 0.74927
H -5.53890 -1.44360 2.28818
H -9.16234 -1.11225 0.02078
H -8.10115 0.48480 -1.49999
C 0.36444 -2.56494 2.07990
C -0.17617 -3.25062 3.16521
C 0.34968 -3.08252 4.42355
C 1.45963 -2.27584 4.60367
C 2.02371 -1.63836 3.51234
C 1.50374 -1.77870 2.24816
N 2.13278 -2.26060 5.89504
O 3.11093 -1.55031 6.01410
O 1.67656 -2.96705 6.77315
H -0.12040 -2.68082 1.11918
H -0.99437 -3.93769 2.98802
H -0.13176 -3.49996 5.29816
H 2.96248 -1.11359 3.66007
H 1.81366 -1.23297 1.37103
C -1.19227 3.71896 6.36833
C -0.60229 4.45967 7.37491
C 0.71277 4.20061 7.72611
C 1.41465 3.22397 7.04693
C 0.85677 2.54154 5.99612
C -0.45447 2.80201 5.63825
N 2.85355 3.06359 7.30480
O 3.32433 3.68984 8.23602
O 3.48318 2.33634 6.56599
H -2.25588 3.77891 6.16556
H -1.16155 5.20574 7.92333
H 1.17660 4.79189 8.50230
H 1.45826 1.81726 5.46887
H -0.94998 2.29670 4.81947
C -3.33099 -0.38610 4.80753
C -2.30858 -1.19930 5.28623
C -1.66808 -0.93541 6.48408
C -2.16966 0.08616 7.27838
C -3.22193 0.87648 6.86564
C -3.77905 0.66192 5.60587
N -1.57848 0.32180 8.58917
O -2.22837 0.94082 9.40440
O -0.45940 -0.11457 8.77312
H -3.76917 -0.65831 3.85876
H -2.07312 -2.09062 4.72370
H -0.89872 -1.58256 6.88589
H -3.54814 1.78700 7.35100
H -4.60912 1.27846 5.28243
C -0.35503 -4.63969 -4.69090
C -1.06813 -5.55543 -5.45864
C -2.10290 -6.24644 -4.84697
C -2.47045 -5.92194 -3.55774
C -1.82864 -4.94024 -2.82910
C -0.73399 -4.31573 -3.39124
N -3.72038 -6.46767 -2.99273
O -4.36520 -7.19860 -3.70647
O -4.03826 -6.13987 -1.86556
H 0.44434 -4.02929 -5.10060
H -0.61072 -5.90785 -6.37350
H -2.55192 -7.04783 -5.41755
H -2.27034 -4.55112 -1.92291
H -0.17653 -3.54314 -2.88298
C 6.47498 3.23297 0.11689
C 6.05053 4.39857 0.74111
C 4.92679 4.37361 1.53713
C 4.29059 3.16387 1.74271
C 4.67106 2.00682 1.09205
C 5.78852 2.03399 0.27967
N 3.24923 3.06547 2.76025
O 2.87067 4.08600 3.29187
O 2.82913 1.94999 3.02649
H 7.36449 3.23787 -0.50296
H 6.64642 5.29154 0.61440
H 4.60020 5.23868 2.09959
H 4.16049 1.06623 1.24467
H 6.18284 1.13669 -0.16846
C 4.59690 -2.39307 0.64348
C 4.87199 -3.67049 1.08989
C 4.19747 -4.77349 0.55520
C 3.28124 -4.55758 -0.43916
C 2.99171 -3.28661 -0.89645
C 3.59454 -2.19792 -0.30346
N 2.32569 -5.61127 -0.82921
O 2.69784 -6.76416 -0.83986
O 1.18739 -5.22988 -1.03176
H 5.07649 -1.52619 1.08410
H 5.51529 -3.90254 1.92901
H 4.38963 -5.75404 0.96569
H 2.22780 -3.05622 -1.62708
H 3.33856 -1.19662 -0.60190
C 1.53746 3.94625 -1.56731
C 2.55325 4.65125 -2.18101
C 3.01853 5.84014 -1.60662
C 2.60604 6.20671 -0.34993
C 1.59163 5.47707 0.26439
C 1.00123 4.40949 -0.36678
N 3.15423 7.39829 0.27960
O 2.86585 7.58732 1.44777
O 3.88226 8.10765 -0.38135
H 1.17112 3.06179 -2.07277
H 3.06296 4.30629 -3.06886
H 3.72262 6.38993 -2.21725
H 1.21515 5.84660 1.21081
H 0.22529 3.84554 0.13390
C -6.71713 -4.16463 -4.28488
C -6.37326 -3.76772 -2.99710
C -5.19108 -3.09683 -2.75744
C -4.39212 -2.79075 -3.83974
C -4.66825 -3.21853 -5.12913
C -5.85434 -3.89798 -5.33495
N -3.09914 -2.15694 -3.57880
O -2.83746 -1.79789 -2.43945
O -2.35042 -1.96205 -4.51062
H -7.64878 -4.62988 -4.57531
H -7.06780 -3.96631 -2.18951
H -4.84550 -2.85827 -1.76277
H -3.98317 -3.02624 -5.93945
H -6.15129 -4.17367 -6.33830
```

Its spin multiplicity is 1. Its max |F| is 1.7 eV/Å. For the LUMO energy, the calculation gives -1.473 eV. As for the molar mass: 1600.443 g mol⁻¹. Its net charge is 0. As for the HOMO energy: -9.42 eV.